55
Properties=species:S:1:pos:R:3 method="wB97M-V/def2-TZVPD" charge=0 gap_ha=0.329 smiles="CC[C@@H](C)c1cc(CC(=O)Br)c2c(c1)N([C@H](Cl)[C@@H](C)Cl)c1ccccc1S2.CO" energy_ev=-134744.1717
C 4.141 1.009 1.277
C 4.455 -0.273 0.505
C 3.375 -1.365 0.642
C 3.428 -2.017 2.019
C 2.017 -0.805 0.263
C 1.826 -0.285 -1.016
C 0.634 0.310 -1.405
C 0.490 0.898 -2.783
C 1.612 1.816 -3.193
O 2.547 2.187 -2.578
Br 1.359 2.447 -5.044
C -0.432 0.332 -0.495
C -0.281 -0.242 0.768
C 0.948 -0.758 1.152
N -1.382 -0.249 1.697
C -2.347 -1.330 1.393
Cl -4.038 -0.767 1.455
C -2.309 -2.526 2.364
C -3.054 -3.725 1.788
Cl -0.650 -3.005 2.802
C -1.907 1.077 1.856
C -2.082 1.607 3.126
C -2.628 2.875 3.277
C -2.977 3.623 2.159
C -2.765 3.115 0.884
C -2.226 1.842 0.738
S -1.966 1.139 -0.864
H 3.535 1.690 0.680
H 5.054 1.538 1.551
H 3.592 0.815 2.199
H 5.408 -0.693 0.834
H 4.575 -0.021 -0.549
H 3.617 -2.147 -0.084
H 4.340 -2.610 2.097
H 3.451 -1.278 2.821
H 2.591 -2.691 2.200
H 2.648 -0.321 -1.721
H 0.423 0.119 -3.548
H -0.424 1.486 -2.879
H 1.047 -1.132 2.160
H -2.183 -1.688 0.375
H -2.785 -2.210 3.290
H -2.778 -4.634 2.313
H -4.126 -3.563 1.885
H -2.833 -3.844 0.726
H -1.802 1.001 3.977
H -2.780 3.276 4.271
H -3.397 4.610 2.292
H -3.008 3.703 0.008
C -1.778 -0.046 -6.390
O -1.823 1.355 -6.170
H -2.714 -0.326 -6.868
H -0.953 -0.328 -7.051
H -1.691 -0.605 -5.453
H -0.994 1.615 -5.753

=====

59
Properties=species:S:1:pos:R:3 method="wB97M-V/def2-TZVPD" charge=-2 gap_ha=0.222 de_lowest_kcal_mol=0.00 energy_ev=-115869.6923
Sn -0.753 1.716 -0.589
N -2.884 -0.329 1.294
C -2.608 0.524 2.438
C -2.604 2.041 2.244
O -3.148 2.713 3.138
N -1.991 2.535 1.169
C -2.087 3.971 0.993
C -2.238 4.343 -0.480
O -2.743 5.410 -0.793
O -1.756 3.481 -1.323
H -3.494 0.149 0.640
H -2.048 -0.602 0.780
H -1.636 0.240 2.854
H -3.348 0.347 3.222
H -1.162 4.466 1.327
H -2.901 4.404 1.574
Br 0.503 2.716 3.443
C 1.942 2.630 2.208
C 3.225 2.576 2.728
C 4.274 2.566 1.825
C 3.997 2.619 0.474
C 2.674 2.650 0.053
N 1.653 2.650 0.921
C 2.396 2.682 -1.464
O 3.372 2.971 -2.159
O 1.232 2.389 -1.833
H 3.379 2.549 3.796
H 5.296 2.520 2.182
H 4.763 2.634 -0.287
C -2.989 -1.707 -2.255
C -1.766 -2.358 -2.896
C -1.033 -1.365 -3.799
C -0.828 -3.014 -1.902
C -0.586 -4.375 -2.014
C 0.314 -5.042 -1.191
C 1.001 -4.295 -0.242
C 0.793 -2.935 -0.080
C 1.650 -2.168 0.904
C 0.858 -1.431 1.980
C 2.586 -1.194 0.179
C -0.163 -2.250 -0.889
O -0.392 -0.986 -0.720
H -3.694 -1.377 -3.025
H -2.688 -0.840 -1.673
H -3.501 -2.399 -1.585
H -2.134 -3.171 -3.537
H -0.589 -0.563 -3.211
H -1.719 -0.922 -4.527
H -0.228 -1.862 -4.346
H -1.115 -4.928 -2.787
H 0.487 -6.106 -1.298
H 1.735 -4.784 0.396
H 2.271 -2.918 1.414
H 0.284 -0.619 1.534
H 1.534 -1.004 2.726
H 0.159 -2.099 2.488
H 1.998 -0.476 -0.393
H 3.237 -1.727 -0.517
H 3.212 -0.645 0.889

=====

78
Properties=species:S:1:pos:R:3 method="wB97M-V/def2-TZVPD" charge=+1 gap_ha=0.232 de_lowest_kcal_mol=0.00 energy_ev=-127978.3906
C -3.350 -3.230 0.085
C -4.621 -3.168 -0.750
S -4.952 -1.618 -1.621
C -3.464 -1.446 -2.673
C -2.554 -0.434 -2.063
C -1.403 -0.782 -1.357
C -0.668 0.176 -0.724
P 0.776 -0.420 0.221
O 1.906 0.682 0.170
O 1.299 -1.610 -0.718
S 0.219 -1.006 1.931
C -1.114 1.527 -0.787
C -0.429 2.652 -0.077
C -1.409 3.685 0.498
C -2.379 3.134 1.537
S -1.458 2.536 2.981
N -2.142 1.846 -1.529
N -2.817 0.866 -2.146
C -3.972 1.401 -2.907
O -4.959 1.706 -2.341
N -3.741 1.513 -4.277
C -2.545 1.041 -4.853
O -2.442 0.186 -5.660
F -1.516 1.725 -4.361
H -3.203 -2.305 0.643
H -2.474 -3.437 -0.528
H -3.433 -4.039 0.809
H -4.676 -3.993 -1.460
H -5.493 -3.254 -0.101
H -2.961 -2.407 -2.711
H -3.761 -1.175 -3.685
H -1.122 -1.823 -1.298
H 1.961 1.239 -0.625
H 1.422 -1.350 -1.644
H 0.162 2.258 0.744
H 0.196 3.162 -0.805
H -0.802 4.449 0.989
H -1.968 4.163 -0.304
H -3.015 2.349 1.127
H -3.041 3.937 1.853
H -2.215 1.476 3.260
H -4.540 1.193 -4.822
C 1.053 -4.344 3.903
C -0.447 -4.436 4.209
C -0.875 -4.917 5.601
F -0.462 -6.178 5.821
F -2.225 -4.889 5.659
F -1.080 -5.154 3.257
F -0.918 -3.150 4.136
O 1.638 -5.408 3.183
C 2.161 -6.511 3.796
C 1.481 -7.806 3.322
F 0.158 -7.763 3.570
F 2.015 -8.844 3.999
F 2.143 -6.405 5.135
F 3.454 -6.612 3.410
H 1.138 -3.492 3.230
H 1.617 -4.106 4.806
H -0.470 -4.258 6.373
H 1.647 -7.940 2.252
C 5.266 4.160 -2.105
C 3.974 3.416 -1.753
C 2.802 3.479 -2.738
F 2.321 4.716 -2.893
F 1.794 2.715 -2.188
F 3.535 3.753 -0.525
F 4.289 2.080 -1.727
O 5.461 5.422 -1.515
C 5.001 6.579 -2.085
C 4.045 7.338 -1.150
F 2.990 6.558 -0.828
F 3.588 8.428 -1.797
F 4.435 6.354 -3.287
F 6.060 7.389 -2.274
H 6.055 3.538 -1.683
H 5.414 4.186 -3.186
H 3.069 3.058 -3.709
H 4.570 7.635 -0.241

=====

54
Properties=species:S:1:pos:R:3 method="wB97M-V/def2-TZVPD" charge=-1 gap_ha=0.235 de_lowest_kcal_mol=145.93 energy_ev=-51231.0106
Mo -1.071 0.917 1.342
C -3.138 0.164 -0.577
C -3.156 0.834 0.667
C -3.083 -0.178 1.693
C -3.117 -1.435 1.060
C -3.170 -1.222 -0.327
C -3.059 -2.287 -1.375
C -3.002 -2.764 1.739
C -2.947 0.192 3.137
C -3.005 2.276 0.982
C -3.020 0.808 -1.918
H -3.663 -2.054 -2.255
H -3.396 -3.254 -0.996
H -2.029 -2.416 -1.722
H -3.187 -2.686 2.811
H -2.004 -3.198 1.611
H -3.717 -3.482 1.333
H -2.958 -0.678 3.792
H -3.716 0.895 3.467
H -1.973 0.709 3.365
H -3.698 2.635 1.747
H -3.080 2.916 0.106
H -1.971 2.604 1.464
H -3.534 0.226 -2.684
H -1.968 0.893 -2.214
H -3.442 1.815 -1.924
S 3.926 2.634 0.639
C 3.753 1.720 -0.795
C 4.721 1.834 -1.826
C 4.644 1.135 -3.011
C 5.675 1.319 -3.998
N 6.509 1.474 -4.774
C 3.569 0.257 -3.254
C 2.610 0.125 -2.256
C 2.682 0.816 -1.056
S 0.214 1.621 -0.329
C 3.454 -0.484 -4.469
N 3.347 -1.080 -5.449
H 5.548 2.511 -1.663
H 1.765 -0.534 -2.412
C 0.592 -1.243 1.069
C 1.674 -0.148 1.082
C 3.037 -0.829 1.192
C 1.470 0.726 2.334
N 1.603 0.624 -0.153
H 0.578 -1.797 2.008
H 0.783 -1.940 0.249
H -0.454 -0.922 0.834
H 3.058 -1.449 2.091
H 3.828 -0.082 1.256
H 3.215 -1.469 0.327
H 1.564 0.114 3.233
H 0.519 1.320 2.477
H 2.221 1.517 2.329

=====

53
Properties=species:S:1:pos:R:3 method="wB97M-V/def2-TZVPD" charge=0 gap_ha=0.308 de_lowest_kcal_mol=31.18 smiles="Cc1ccc(CN2CCSc3ccc(C(=O)NC[C@H]4CCCO4)cc32)cc1" energy_ev=-41147.1307
C -6.262 -2.405 -1.821
C -5.251 -1.904 -0.837
C -3.901 -1.863 -1.173
C -2.958 -1.418 -0.267
C -3.340 -0.995 1.002
C -2.307 -0.441 1.952
N -1.804 0.850 1.507
C -2.757 1.931 1.524
C -3.397 2.190 0.164
S -2.123 2.854 -0.945
C -0.775 1.797 -0.515
C 0.335 1.880 -1.350
C 1.437 1.075 -1.169
C 1.439 0.156 -0.119
C 2.577 -0.757 0.186
O 2.767 -1.208 1.301
N 3.368 -1.066 -0.870
C 4.541 -1.895 -0.766
C 5.896 -1.129 -0.702
C 5.807 0.342 -1.138
C 5.448 1.065 0.168
C 5.779 0.027 1.260
O 6.401 -1.068 0.609
C 0.351 0.106 0.737
C -0.781 0.908 0.573
C -4.686 -1.035 1.340
C -5.628 -1.488 0.432
H -6.066 -2.003 -2.814
H -6.212 -3.492 -1.886
H -7.270 -2.127 -1.521
H -3.589 -2.184 -2.156
H -1.914 -1.388 -0.546
H -2.738 -0.310 2.949
H -1.472 -1.137 2.032
H -3.532 1.697 2.256
H -2.242 2.844 1.847
H -4.178 2.946 0.223
H -3.801 1.274 -0.266
H 0.306 2.592 -2.162
H 2.286 1.191 -1.826
H 3.135 -0.697 -1.777
H 4.556 -2.585 -1.614
H 4.449 -2.468 0.161
H 6.633 -1.691 -1.284
H 6.788 0.664 -1.490
H 5.086 0.509 -1.934
H 4.391 1.329 0.203
H 6.032 1.975 0.291
H 6.484 0.399 2.005
H 4.867 -0.309 1.767
H 0.417 -0.575 1.572
H -5.002 -0.713 2.322
H -6.671 -1.513 0.715

=====

55
Properties=species:S:1:pos:R:3 method="wB97M-V/def2-TZVPD" charge=0 gap_ha=0.306 de_lowest_kcal_mol=55.66 smiles="COc1ccc(C(=O)N2CCC(C(=O)Nc3ccc(OC)c(OC)c3)CC2)cc1" energy_ev=-36453.7716
C -3.923 -2.263 0.434
O -2.919 -2.481 -0.534
C -1.628 -2.224 -0.193
C -0.658 -2.621 -1.115
C 0.682 -2.409 -0.865
C 1.087 -1.773 0.305
C 2.498 -1.515 0.714
O 2.864 -1.775 1.847
N 3.355 -0.963 -0.189
C 3.051 -0.570 -1.545
C 3.650 0.815 -1.835
C 3.570 1.661 -0.561
C 2.155 1.702 0.044
O 1.960 1.701 1.238
N 1.167 1.783 -0.889
C -0.214 1.609 -0.724
C -0.977 1.369 -1.856
C -2.342 1.158 -1.747
C -2.962 1.178 -0.512
O -4.294 0.968 -0.297
C -5.107 0.686 -1.408
C -2.185 1.422 0.642
O -2.864 1.402 1.821
C -2.146 1.666 3.004
C -0.826 1.646 0.526
C 4.547 1.065 0.467
C 4.625 -0.462 0.293
C 0.117 -1.405 1.231
C -1.226 -1.624 0.996
H -3.736 -2.854 1.336
H -4.012 -1.207 0.701
H -4.851 -2.599 -0.028
H -0.981 -3.114 -2.018
H 1.413 -2.779 -1.569
H 3.468 -1.307 -2.247
H 1.967 -0.548 -1.677
H 3.142 1.272 -2.687
H 4.701 0.723 -2.114
H 3.849 2.699 -0.776
H 1.448 1.831 -1.857
H -0.512 1.338 -2.831
H -2.910 0.970 -2.644
H -6.110 0.539 -1.009
H -4.784 -0.226 -1.921
H -5.121 1.519 -2.119
H -1.711 2.670 2.994
H -2.876 1.597 3.810
H -1.351 0.932 3.167
H -0.214 1.828 1.390
H 4.175 1.301 1.465
H 5.540 1.500 0.353
H 5.405 -0.740 -0.422
H 4.832 -0.946 1.247
H 0.441 -0.944 2.152
H -1.950 -1.328 1.737

=====

55
Properties=species:S:1:pos:R:3 method="wB97M-V/def2-TZVPD" charge=0 gap_ha=0.294 de_lowest_kcal_mol=49.00 smiles="Cc1ccccc1OCCC(=O)OCC(=O)Nc1ccc(N2CCOCC2)cc1" energy_ev=-36454.0604
C 2.284 0.468 1.901
C 2.178 -0.235 0.584
C 1.748 -1.545 0.489
C 1.683 -2.191 -0.735
C 2.056 -1.520 -1.881
C 2.496 -0.206 -1.812
C 2.553 0.441 -0.588
O 2.959 1.735 -0.402
C 3.339 2.527 -1.502
C 3.268 3.990 -1.040
C 1.813 4.288 -0.761
O 1.311 4.382 0.331
O 1.136 4.373 -1.905
C -0.289 4.441 -1.845
C -0.865 3.013 -1.743
O -1.386 2.474 -2.695
N -0.688 2.477 -0.518
C -0.986 1.172 -0.096
C -0.995 0.913 1.271
C -1.257 -0.352 1.746
C -1.527 -1.415 0.874
N -1.707 -2.693 1.388
C -2.571 -2.896 2.536
C -4.008 -3.177 2.070
O -4.063 -4.296 1.213
C -3.240 -4.109 0.081
C -1.791 -3.841 0.509
C -1.514 -1.137 -0.495
C -1.246 0.129 -0.974
H 3.329 0.531 2.205
H 1.910 1.486 1.816
H 1.727 -0.064 2.667
H 1.457 -2.068 1.388
H 1.351 -3.217 -0.788
H 2.016 -2.012 -2.841
H 2.797 0.292 -2.720
H 2.659 2.388 -2.351
H 4.361 2.276 -1.817
H 3.846 4.118 -0.126
H 3.639 4.640 -1.830
H -0.600 5.055 -0.993
H -0.608 4.890 -2.786
H -0.273 3.066 0.197
H -0.783 1.712 1.968
H -1.225 -0.521 2.811
H -2.568 -2.024 3.185
H -2.198 -3.760 3.096
H -4.653 -3.413 2.918
H -4.398 -2.287 1.551
H -3.315 -5.027 -0.503
H -3.616 -3.264 -0.516
H -1.143 -3.702 -0.354
H -1.433 -4.707 1.077
H -1.718 -1.911 -1.217
H -1.251 0.312 -2.036

=====

55
Properties=species:S:1:pos:R:3 method="wB97M-V/def2-TZVPD" charge=0 gap_ha=0.315 de_lowest_kcal_mol=56.89 smiles="Cn1c(CCN2CCOCC2)nc2cc(NC(=O)COc3ccccc3)ccc21" energy_ev=-35339.3331
C 4.131 -1.366 1.612
N 3.259 -1.004 0.530
C 3.359 -1.380 -0.787
C 4.444 -2.247 -1.315
C 3.876 -3.452 -2.105
N 3.235 -4.492 -1.342
C 4.085 -5.207 -0.413
C 3.340 -6.461 0.051
O 2.116 -6.130 0.663
C 1.297 -5.406 -0.229
C 1.990 -4.125 -0.697
N 2.402 -0.901 -1.529
C 1.600 -0.173 -0.693
C 0.440 0.539 -0.969
C -0.175 1.188 0.088
N -1.350 1.937 -0.072
C -2.073 2.163 -1.187
O -1.839 1.752 -2.301
C -3.307 3.044 -0.936
O -3.412 3.400 0.423
C -4.465 4.179 0.822
C -4.507 4.482 2.182
C -5.526 5.260 2.690
C -6.517 5.748 1.852
C -6.475 5.448 0.503
C -5.456 4.667 -0.019
C 0.355 1.127 1.387
C 1.505 0.423 1.672
C 2.127 -0.229 0.620
H 3.833 -0.818 2.503
H 5.166 -1.112 1.376
H 4.067 -2.438 1.826
H 5.093 -2.595 -0.511
H 5.045 -1.660 -2.014
H 4.698 -3.919 -2.656
H 3.147 -3.067 -2.820
H 5.010 -5.493 -0.918
H 4.338 -4.604 0.479
H 3.920 -7.005 0.799
H 3.160 -7.110 -0.819
H 0.381 -5.175 0.316
H 1.060 -6.028 -1.104
H 1.360 -3.594 -1.411
H 2.150 -3.476 0.181
H 0.039 0.583 -1.966
H -1.711 2.367 0.771
H -4.187 2.478 -1.269
H -3.210 3.933 -1.574
H -3.730 4.095 2.823
H -5.548 5.488 3.745
H -7.314 6.357 2.249
H -7.241 5.823 -0.159
H -5.448 4.448 -1.076
H -0.157 1.648 2.184
H 1.892 0.389 2.680

=====

Number 1: HOMO level -0.3115 Eh. Number 2: HOMO level -0.0647 Eh. Number 3: HOMO level -0.4164 Eh. Number 4: HOMO level -0.1491 Eh. Number 5: HOMO level -0.2835 Eh. Number 6: HOMO level -0.2856 Eh. Number 7: HOMO level -0.2674 Eh. Number 8: HOMO level -0.2905 Eh.